{
  "formula": "C52H112N8O22",
  "method": "ωB97M-V/def2-TZVPD",
  "fmax_ev_per_a": 2.1,
  "orbital_gap_ha": 0.357,
  "relative_energy_kj_mol": 226.2,
  "homo_energy_ev": -9.374,
  "lumo_ev": 0.3,
  "elements": ["C", "O", "N", "C", "C", "H", "H", "H", "H", "H", "H", "H", "C", "O", "N", "C", "C", "H", "H", "H", "H", "H", "H", "H", "C", "O", "N", "C", "C", "H", "H", "H", "H", "H", "H", "H", "C", "O", "N", "C", "C", "H", "H", "H", "H", "H", "H", "H", "C", "O", "N", "C", "C", "H", "H", "H", "H", "H", "H", "H", "C", "O", "N", "C", "C", "H", "H", "H", "H", "H", "H", "H", "C", "O", "N", "C", "C", "H", "H", "H", "H", "H", "H", "H", "C", "O", "N", "C", "C", "H", "H", "H", "H", "H", "H", "H", "O", "C", "O", "C", "C", "C", "H", "H", "H", "H", "H", "H", "H", "H", "O", "C", "O", "C", "C", "C", "H", "H", "H", "H", "H", "H", "H", "H", "O", "C", "O", "C", "C", "C", "H", "H", "H", "H", "H", "H", "H", "H", "O", "C", "O", "C", "C", "C", "H", "H", "H", "H", "H", "H", "H", "H", "O", "C", "O", "C", "C", "C", "H", "H", "H", "H", "H", "H", "H", "H", "O", "C", "O", "C", "C", "C", "H", "H", "H", "H", "H", "H", "H", "H", "O", "C", "O", "C", "C", "C", "H", "H", "H", "H", "H", "H", "H", "H"],
  "positions_angstrom": [[-6.040436, 2.308078, 3.576035], [-7.228986, 2.274498, 3.321400], [-5.051662, 2.603635, 2.731735], [-3.647531, 2.664349, 3.112339], [-5.315741, 2.918035, 1.332967], [-5.599916, 2.074648, 4.561958], [-3.229668, 1.665428, 2.988207], [-3.551129, 2.942649, 4.165752], [-3.093106, 3.476222, 2.647133], [-4.947085, 3.915902, 1.092242], [-4.748013, 2.234420, 0.693847], [-6.384772, 2.887329, 1.143386], [-4.103564, -1.099075, -2.660334], [-3.401953, -1.746347, -3.422451], [-5.196479, -0.412076, -3.096699], [-5.950490, 0.394126, -2.149412], [-5.673981, -0.548251, -4.468859], [-3.954684, -0.984605, -1.576198], [-5.339738, 1.174828, -1.698718], [-6.504831, -0.251701, -1.464493], [-6.743521, 0.911112, -2.695352], [-5.762453, 0.421288, -4.952946], [-5.069347, -1.228653, -5.056767], [-6.666220, -1.006110, -4.418682], [-1.613344, 0.412760, 0.130555], [-2.295185, 0.963407, -0.724464], [-0.561376, -0.418136, -0.057104], [0.248829, -0.700009, 1.131116], [0.074993, -0.504618, -1.349618], [-1.819847, 0.600185, 1.193437], [1.169218, -0.107054, 1.144694], [0.484007, -1.763540, 1.075031], [-0.246738, -0.472023, 2.070031], [0.948494, 0.157367, -1.342637], [0.237364, -1.524094, -1.684947], [-0.542522, 0.001570, -2.096430], [-3.328394, 4.852351, -3.801361], [-4.134333, 5.744779, -3.624412], [-3.672496, 3.591189, -4.132012], [-2.716670, 2.497190, -4.162743], [-5.047803, 3.211774, -4.303094], [-2.230377, 4.941815, -3.712121], [-1.739036, 2.963515, -4.246826], [-2.888491, 1.850413, -5.024847], [-2.833303, 1.860184, -3.281996], [-5.083786, 2.462535, -5.099320], [-5.557035, 2.734719, -3.463077], [-5.689417, 4.017226, -4.654197], [-2.735158, 6.228182, 1.736157], [-1.976224, 6.255185, 2.691897], [-2.567163, 5.453766, 0.650437], [-3.482116, 5.407718, -0.475340], [-1.447739, 4.507732, 0.571364], [-3.619427, 6.882678, 1.706564], [-4.390761, 5.971965, -0.270164], [-3.664945, 4.344899, -0.641241], [-3.002949, 5.890875, -1.327396], [-0.894162, 4.615379, -0.361465], [-0.813975, 4.646281, 1.439819], [-1.900560, 3.512653, 0.557928], [6.674975, 1.017117, -1.605267], [6.652278, 2.102078, -2.161951], [5.577440, 0.330108, -1.239982], [4.250287, 0.722356, -1.658225], [5.685449, -0.878474, -0.452768], [7.594987, 0.525441, -1.245414], [4.137178, 1.582460, -2.316209], [3.561736, 0.887636, -0.829325], [3.854376, -0.039711, -2.335997], [6.626126, -0.965592, 0.091210], [4.883819, -0.918533, 0.285832], [5.632230, -1.777294, -1.075474], [2.890249, 3.593680, -3.782147], [2.717341, 3.197360, -4.924085], [2.001429, 3.439512, -2.799591], [0.661104, 2.974247, -3.085578], [2.245823, 3.738789, -1.402697], [3.821542, 4.083237, -3.461103], [-0.002684, 3.415470, -2.340275], [0.510407, 1.894296, -3.033943], [0.300910, 3.231258, -4.078418], [2.060638, 2.846153, -0.800457], [3.282799, 3.949533, -1.133680], [1.666009, 4.604710, -1.082516], [-4.151263, -2.480567, 2.235943], [-3.295132, -1.934601, 1.558426], [-5.312937, -1.871173, 2.550406], [-6.365139, -2.568520, 3.256081], [-5.788090, -0.645133, 1.933969], [-4.013277, -3.374868, 2.863660], [-7.252503, -2.683079, 2.616502], [-6.815408, -1.952112, 4.040054], [-6.075656, -3.558533, 3.596652], [-6.300163, -0.016206, 2.659777], [-4.967923, -0.071752, 1.501300], [-6.454794, -0.852653, 1.092955], [0.048295, -6.519771, -5.031608], [0.894260, -6.380378, -4.184435], [0.723985, -5.576267, -3.135647], [-0.348529, -4.635036, -3.153195], [-0.758912, -4.353315, -1.713583], [2.208135, -7.064791, -4.199791], [-1.180495, -5.087309, -3.690599], [-0.075632, -3.689714, -3.621800], [0.146987, -4.324050, -1.100906], [-1.451155, -5.048635, -1.240386], [-1.226097, -3.371181, -1.611239], [2.187597, -7.792969, -5.010451], [2.264586, -7.717866, -3.321915], [3.108673, -6.461900, -4.245866], [1.786179, -1.858212, -5.909422], [0.699246, -1.346216, -5.891516], [-0.417018, -1.934990, -6.314164], [-0.432905, -3.353454, -6.544786], [-0.655361, -3.629752, -7.999094], [0.425099, 0.049423, -5.393583], [-1.155175, -3.774939, -5.842284], [0.481808, -3.773919, -6.115475], [-0.932511, -4.652479, -8.246056], [0.229209, -3.286619, -8.535976], [-1.503123, -3.039693, -8.356993], [0.046237, 0.068480, -4.376321], [-0.217444, 0.554940, -6.115091], [1.362440, 0.602248, -5.472073], [2.631618, -2.273533, -0.317495], [2.736766, -3.426295, -0.656489], [2.970132, -3.893576, -1.877238], [3.175052, -2.930108, -2.919621], [3.296248, -3.745295, -4.207889], [2.709747, -4.542597, 0.367337], [4.084199, -2.330977, -2.845173], [2.339477, -2.230079, -2.933786], [3.850961, -4.638229, -3.912351], [3.862837, -3.256147, -4.993039], [2.287539, -3.987413, -4.532333], [2.293448, -5.498342, 0.049386], [2.233361, -4.275931, 1.307971], [3.758424, -4.753937, 0.603806], [-0.298960, -2.915950, 5.309092], [-0.032917, -3.504420, 4.298682], [1.152008, -4.077410, 4.060974], [2.230208, -3.663600, 4.923012], [3.462334, -4.485702, 4.616805], [-0.999717, -3.748778, 3.176458], [1.899888, -3.791134, 5.953175], [2.432570, -2.608582, 4.735470], [4.253588, -4.140487, 5.280843], [3.792291, -4.258466, 3.603804], [3.217492, -5.539344, 4.734265], [-0.644724, -4.482131, 2.451318], [-1.297456, -2.857637, 2.627475], [-1.866167, -4.248695, 3.615170], [3.678186, -0.505716, 6.200931], [3.546905, 0.573815, 5.664105], [3.474334, 0.765386, 4.361385], [3.316978, -0.269685, 3.405862], [4.467510, -1.295090, 3.418930], [3.403756, 1.860322, 6.416309], [3.217001, 0.158568, 2.410831], [2.378139, -0.813876, 3.549058], [4.249426, -2.210770, 2.874490], [4.773298, -1.498923, 4.440061], [5.288877, -0.801583, 2.891105], [2.346667, 2.140548, 6.427349], [3.970346, 2.723199, 6.062646], [3.688806, 1.819162, 7.467833], [4.211436, 4.592895, 3.141045], [3.679861, 3.804828, 2.395347], [4.283955, 3.236838, 1.366982], [5.705560, 3.332517, 1.229922], [6.362608, 2.132800, 1.863497], [2.291220, 3.313093, 2.636537], [6.048750, 4.307625, 1.575995], [5.928120, 3.398008, 0.162577], [5.987426, 1.197457, 1.441675], [6.154082, 2.037224, 2.933138], [7.449803, 2.110740, 1.790918], [1.514789, 3.854307, 2.079032], [1.940176, 3.480056, 3.651896], [2.121185, 2.286984, 2.311357], [-0.467991, 1.491469, 3.367898], [-0.356803, 2.031100, 4.438451], [-0.094157, 1.424322, 5.600180], [0.332730, 0.035474, 5.529961], [0.843174, -0.385914, 6.877847], [-0.639821, 3.504169, 4.642551], [1.101486, -0.052709, 4.759797], [-0.574208, -0.514401, 5.274950], [0.020122, -0.459496, 7.591793], [1.517590, 0.339623, 7.331774], [1.289837, -1.370057, 6.739318], [-1.583097, 3.459710, 5.189049], [-0.737268, 4.035478, 3.701910], [0.124153, 4.006474, 5.232369]],
  "forces_ev_per_a": [[0.236, 0.042, 0.599], [0.007, -0.138, -0.012], [0.504, 1.008, -1.382], [-0.457, -0.359, 1.210], [0.188, 0.059, 0.146], [-0.384, -0.006, 0.248], [0.618, 0.258, -0.267], [-0.284, -0.330, 0.114], [-0.148, -0.265, -0.673], [-0.091, 0.092, 0.187], [-0.209, -0.157, -0.070], [0.018, -0.199, -0.032], [-0.374, 0.193, -1.090], [0.180, -0.085, 0.702], [0.568, 0.039, 0.058], [-0.779, -0.162, -0.799], [-0.622, -0.269, 0.555], [0.286, -0.101, -0.028], [0.056, -0.301, 0.423], [0.352, 0.219, 0.482], [0.131, 0.028, -0.113], [0.081, 0.021, -0.080], [0.416, 0.150, 0.191], [-0.142, 0.152, -0.165], [-0.296, 0.291, 0.123], [0.162, -0.153, -0.277], [-0.383, 0.847, 0.791], [0.188, -0.645, -0.529], [-0.362, 1.090, -0.482], [0.030, -0.222, 0.057], [0.085, -0.126, -0.277], [0.366, 0.080, 0.318], [-0.463, -0.007, -0.208], [0.569, -0.719, 0.060], [0.416, -0.018, 0.190], [-0.496, -0.347, 0.215], [-0.389, -0.416, -0.057], [0.365, 0.218, 0.022], [-0.336, -0.514, 0.096], [-0.218, 0.281, 0.003], [-0.839, -0.396, -0.963], [-0.051, 0.335, 0.032], [0.190, -0.419, 0.191], [0.019, 0.197, -0.171], [0.359, 0.104, 0.159], [0.097, 0.013, -0.030], [0.435, 0.241, 0.424], [0.321, 0.338, 0.231], [0.362, 0.174, 0.242], [-0.056, -0.128, 0.064], [0.385, -0.143, -0.015], [0.602, 0.372, 0.318], [-0.959, 0.074, 0.103], [-0.132, -0.116, -0.213], [-0.085, -0.215, 0.093], [-0.375, 0.168, -0.515], [-0.156, -0.297, -0.212], [0.064, 0.261, 0.007], [0.099, -0.032, -0.037], [0.336, -0.223, 0.090], [-0.196, 0.945, 0.355], [0.276, -0.452, -0.074], [-0.073, 0.148, 0.134], [-0.855, -0.274, -0.941], [-0.057, -0.540, -0.034], [0.109, 0.085, -0.205], [1.071, 0.406, 0.366], [0.130, -0.285, 0.225], [-0.250, -0.432, 0.481], [0.119, 0.437, -0.104], [-0.078, -0.013, -0.098], [-0.264, 0.010, -0.006], [0.626, -0.388, -0.864], [-0.046, 0.301, 0.234], [-0.713, -0.070, 0.674], [-0.552, -0.156, 0.063], [0.620, -0.052, 0.279], [0.059, -0.002, 0.044], [-0.106, 0.009, -0.065], [0.410, -0.125, 0.249], [0.461, 0.403, -0.100], [-0.549, 0.128, 0.102], [0.156, 0.143, -0.708], [-0.263, -0.177, 0.189], [0.161, 1.734, 0.769], [0.139, -0.757, -0.246], [-1.069, -0.246, 0.074], [-1.121, 0.155, -0.274], [0.653, 0.274, -0.573], [0.173, -0.346, -0.494], [0.323, -0.321, -0.370], [0.691, -0.096, 0.436], [0.189, 0.129, 0.202], [-0.107, -0.207, 0.015], [0.202, -0.167, 0.224], [-0.232, -0.148, 0.144], [0.013, -0.090, -0.257], [-0.572, 0.574, -0.634], [0.781, 0.456, 0.563], [-1.365, -0.430, 0.726], [0.385, 0.479, 0.444], [0.170, -1.797, 0.219], [0.024, 0.238, -0.205], [0.411, -0.170, -0.261], [-0.042, -0.006, 0.056], [0.106, -0.341, -0.355], [-0.036, -0.004, -0.253], [0.102, 0.345, -0.276], [0.138, 0.366, 0.249], [-0.323, 0.239, 0.043], [0.320, -0.228, 0.099], [-0.157, 0.287, 0.202], [-0.655, 0.016, 0.094], [0.444, -0.623, 1.328], [-0.340, 0.467, -0.330], [0.823, 0.388, -1.070], [-0.643, 0.250, -0.513], [0.288, 0.083, -0.709], [0.463, -0.186, 0.259], [-0.044, -0.296, -0.251], [0.064, 0.161, 0.099], [-0.230, -0.086, -0.070], [-0.503, -0.109, 0.375], [0.078, -0.055, 0.447], [0.111, 0.366, -0.670], [-0.194, -0.807, 1.285], [0.357, 0.539, 0.187], [0.025, 0.264, -1.397], [-0.139, -0.080, 0.846], [0.364, -0.507, 0.189], [0.089, -0.194, 0.847], [-0.051, -0.039, -0.030], [-0.115, -0.052, -0.236], [-0.252, 0.289, -0.003], [0.249, -0.265, -0.363], [-0.070, 0.209, -0.433], [-0.110, 0.412, -0.146], [0.008, 0.018, -0.007], [0.005, 0.409, 0.315], [-0.261, -0.421, -0.574], [0.547, 0.169, -0.394], [0.003, -0.076, 0.278], [-0.528, 0.520, -0.139], [-0.286, -0.991, -0.182], [0.113, 0.097, 0.046], [-0.120, 0.043, 0.189], [0.044, -0.336, 0.147], [-0.002, -0.336, -0.106], [0.380, -0.070, 0.010], [0.426, 0.199, 0.026], [-0.076, 0.151, 0.293], [-0.221, 0.447, 0.066], [-0.084, 0.341, -0.472], [0.531, -0.769, 1.356], [-0.230, 1.075, -1.386], [0.029, -2.083, -0.030], [0.358, 1.236, -0.352], [-0.039, 1.033, 0.752], [0.205, 0.542, 0.176], [-0.079, 0.235, 0.366], [-0.305, 0.044, 0.021], [-0.036, -0.222, -0.066], [0.278, -0.246, 0.171], [0.019, 0.037, -0.273], [-0.082, -0.264, -0.717], [0.014, -0.762, -0.073], [0.127, 0.008, -0.231], [0.057, 0.541, 1.649], [-0.242, -0.801, -1.027], [0.590, 0.760, -0.533], [0.011, -0.584, 0.702], [-1.493, -0.072, -0.699], [-0.029, -0.219, 0.664], [-0.323, -0.484, -0.101], [-0.027, 0.131, -0.310], [-0.148, 0.378, 0.018], [0.001, 0.288, -0.316], [0.484, 0.295, -0.364], [0.645, -0.235, 0.206], [0.293, -0.110, 0.273], [0.302, -0.645, -0.245], [-0.213, 0.961, 0.273], [0.626, 0.215, -0.244], [-0.748, 0.354, 0.052], [-0.617, 0.050, 0.458], [0.097, -0.576, 0.139], [-0.332, 0.005, 0.001], [0.418, -0.313, -0.257], [-0.126, -0.210, -0.147], [0.239, -0.293, -0.299], [0.145, 0.175, 0.367], [0.003, 0.665, 0.083], [-0.256, -0.111, -0.056], [-0.103, -0.144, 0.258]],
  "mulliken_charge": [0.13, -0.61, 0.34, -0.82, -1.00, 0.32, 0.33, 0.43, -0.11, 0.39, 0.17, 0.35, 0.09, -0.72, 0.31, -1.11, -0.92, 0.41, 0.27, 0.34, 0.49, 0.27, 0.24, 0.38, 0.07, -0.50, 1.08, -0.79, 0.96, 0.15, 0.11, -0.11, 0.09, -0.20, -0.91, -0.34, 0.05, -0.63, 0.25, -0.40, -0.98, 0.45, -0.11, 0.34, 0.18, 0.27, 0.25, 0.36, 0.03, -0.56, 0.39, -1.08, -0.84, 0.35, 0.34, 0.16, 0.47, 0.53, -0.16, 0.23, -0.05, -0.57, 0.45, -0.26, -1.08, 0.35, 0.18, -0.03, -0.03, 0.44, 0.13, 0.41, 0.01, -0.59, 0.29, -0.63, -1.06, 0.38, 0.05, 0.04, 0.64, 0.16, 0.35, 0.52, 0.16, -0.31, 0.21, -0.96, -0.54, -0.01, 0.33, 0.32, 0.32, 0.30, -0.16, 0.28, -0.59, 0.88, -0.24, 0.45, -1.01, -1.11, 0.73, -0.41, -0.06, 0.49, 0.07, 0.39, 0.31, 0.17, -0.62, 0.71, -0.33, 0.32, -1.38, -0.42, 0.21, 0.04, 0.40, 0.32, 0.30, -0.23, 0.39, 0.34, 0.72, 0.32, -0.33, 0.75, -1.45, -1.46, 0.28, -0.40, 0.39, 0.49, -0.08, 0.36, 0.15, 0.50, -0.64, 0.74, -0.38, 1.02, -1.41, -0.40, 0.45, -0.64, 0.40, 0.17, 0.40, 0.31, -0.25, 0.34, -0.57, 0.80, 0.19, 1.82, -1.42, -1.15, -0.30, -1.17, 0.05, 0.57, 0.32, 0.11, 0.31, 0.40, -0.66, 0.31, -0.04, -0.41, -0.68, 0.25, 0.40, 0.23, -0.13, 0.28, 0.50, 0.26, 0.21, -0.50, 0.10, 0.61, -0.49, 1.08, -1.84, -1.33, -0.83, 0.74, 0.49, 0.36, 0.14, 0.43, 0.10, 0.45]
}